(1)
The following is a DFT calculation (ωB97M-V/def2-TZVPD) of a structure of composition C23H55N4ReSi in a non-equilibrium geometry.

XYZ file:
```
84
Properties=species:S:1:pos:R:3:forces:R:3
Re 0.591679 -0.201345 -0.257116 1.3 -2.0 0.0
N 2.975242 0.217674 1.089503 -1.0 -0.2 0.0
C 4.155638 0.869543 0.516075 0.3 0.0 -0.5
C 4.498230 0.286534 -0.860976 0.0 0.2 0.3
N 3.404887 0.411802 -1.813732 0.1 -0.1 0.1
C 3.220033 1.779970 -2.279042 -0.5 0.1 0.0
C 1.727700 2.085286 -2.322038 0.3 0.1 -0.4
N 1.158012 1.834844 -0.987857 -0.1 0.7 0.1
C 3.520456 -0.535643 -2.917082 -0.2 -0.4 0.1
C 2.797270 -1.847543 -2.624703 0.3 0.2 -0.1
N 1.353051 -1.626446 -2.508954 -0.5 0.3 0.1
H 2.743238 0.656053 1.979645 0.1 -0.2 -0.1
H 3.221276 -0.747952 1.297292 -0.2 0.1 0.1
H 5.039508 0.739393 1.156337 -0.2 0.1 0.0
H 3.961810 1.944844 0.450761 0.1 -0.1 0.0
H 4.724541 -0.775877 -0.742116 0.0 0.0 0.0
H 5.414655 0.781268 -1.225964 -0.1 -0.1 0.0
H 3.670623 1.955142 -3.262948 0.0 0.0 0.1
H 3.698256 2.475196 -1.585770 0.0 0.0 0.0
H 1.235115 1.434465 -3.047692 -0.1 0.0 0.1
H 1.574466 3.125635 -2.633160 0.0 -0.1 0.0
H 0.295104 2.372511 -0.898212 0.2 -0.1 0.0
H 1.805053 2.237237 -0.306005 -0.2 0.0 -0.1
H 4.571603 -0.751317 -3.149959 0.0 0.1 -0.1
H 3.072981 -0.094584 -3.810339 0.0 0.0 0.0
H 3.142910 -2.266654 -1.678312 0.1 0.0 -0.1
H 3.040262 -2.559705 -3.424646 0.0 0.0 0.1
H 0.898281 -2.528148 -2.387894 -0.1 0.2 0.0
H 1.004617 -1.233527 -3.381986 0.0 -0.1 0.1
C 0.136624 -4.320655 1.494190 0.1 0.2 0.0
C 0.919402 -3.014648 1.309659 0.0 -0.1 0.2
C 2.291164 -3.376256 0.701022 -0.3 0.1 0.2
C 1.105440 -2.341401 2.674084 0.0 -0.1 -0.3
C 0.290107 -2.091488 0.287486 0.4 1.6 -0.5
H 0.688150 -4.994459 2.145422 0.0 -0.1 0.1
H -0.017295 -4.817757 0.538969 0.0 -0.1 -0.1
H -0.832331 -4.133767 1.946035 -0.1 0.0 0.1
H 2.888969 -3.914285 1.432116 0.1 -0.1 0.1
H 2.821263 -2.476089 0.400589 0.2 0.0 0.0
H 2.158197 -4.011068 -0.172265 0.1 0.0 -0.2
H 1.757316 -2.936810 3.309744 0.1 0.0 0.1
H 0.145603 -2.243864 3.173453 -0.1 0.1 0.1
H 1.528899 -1.346708 2.553715 0.0 0.1 0.1
H -0.274307 -2.732239 -0.415695 0.0 0.1 -0.2
C -1.216842 0.905197 3.158721 -0.1 0.0 -0.3
C -1.476674 1.812152 1.953441 -0.1 -0.2 -0.5
C -0.235332 2.700508 1.830413 -0.2 -0.2 -0.2
C -2.682259 2.695262 2.270672 0.1 -0.1 -0.2
Si -1.730677 0.684754 0.328465 -0.3 -0.1 0.4
C -2.429556 1.755452 -1.225854 0.3 -0.2 0.3
C -3.954096 1.896387 -1.178510 0.1 -0.1 0.1
C -2.051114 1.032964 -2.525802 0.0 -0.1 0.2
C -1.912036 3.200676 -1.316451 0.0 -0.2 0.2
C -3.016585 -0.792572 0.683290 0.4 0.3 0.0
C -4.336156 -0.349878 1.317703 0.1 0.1 -0.1
C -3.299008 -1.532630 -0.627589 0.1 0.3 0.1
C -2.405282 -1.821588 1.630497 0.1 0.2 -0.1
H -0.831432 1.496128 3.988978 0.1 0.1 0.1
H -0.486993 0.137617 2.906769 0.1 -0.2 0.1
H -2.133141 0.434756 3.495501 -0.1 -0.2 0.1
H -0.109365 3.279359 2.744424 0.1 0.1 0.1
H -0.301138 3.407373 1.008363 0.1 0.1 -0.2
H 0.651436 2.076010 1.705345 0.3 0.0 0.0
H -2.523178 3.202744 3.221712 0.0 0.1 0.2
H -3.588838 2.108097 2.361398 -0.2 -0.1 0.0
H -2.846166 3.457505 1.513937 -0.1 0.1 -0.1
H -4.461093 0.940787 -1.200786 -0.1 -0.1 0.1
H -4.296158 2.457874 -2.047956 0.0 0.1 -0.1
H -4.264105 2.442728 -0.292689 -0.2 0.1 0.1
H -2.659167 0.146683 -2.666556 -0.1 -0.2 -0.1
H -1.006562 0.709127 -2.519673 0.1 0.1 -0.1
H -2.206910 1.684909 -3.383556 0.0 0.1 -0.2
H -1.921106 3.697835 -0.352398 0.1 0.2 0.1
H -2.570327 3.771124 -1.971313 0.0 0.1 -0.1
H -0.920998 3.285500 -1.757545 0.2 0.1 -0.1
H -4.822379 0.454920 0.782394 -0.2 0.1 0.0
H -4.179305 -0.033598 2.344276 0.0 0.1 0.2
H -5.021633 -1.195807 1.341233 -0.1 -0.1 0.0
H -3.903009 -0.945967 -1.309667 -0.1 0.0 -0.2
H -3.849299 -2.448772 -0.421905 0.0 -0.2 0.0
H -2.366507 -1.793044 -1.124350 0.1 -0.2 -0.2
H -2.378465 -1.469110 2.653815 0.1 0.0 0.2
H -1.387396 -2.043067 1.311586 -0.2 -0.2 0.2
H -2.994849 -2.735550 1.608034 -0.1 -0.2 0.0
```
Forces are in eV/Å.

Computed properties:
⟨S²⟩	0.813
HOMO (spin up / spin down)	-0.3929 / -0.3762	hartree
multiplicity	2
HOMO-LUMO gap (spin up / spin down)	7.07 / 6.98	eV
total charge	+1
E	-40702.759	eV

(2)
The following is a DFT calculation (ωB97M-V/def2-TZVPD) of a structure of composition C23H59B3N10O6P2S in a non-equilibrium geometry.

XYZ file:
```
104
Properties=species:S:1:pos:R:3:forces:R:3
C -0.762126 3.849569 -0.264329 -0.3 0.1 0.4
C -1.178981 3.921430 1.226614 0.1 -0.1 -0.8
C -2.196836 5.051650 1.445200 0.2 0.0 0.0
C -2.456123 5.457378 2.930064 -0.2 -0.1 -0.4
N -1.891693 4.579797 3.967022 -0.7 -0.1 -0.1
B -2.705936 3.430680 4.308274 -1.2 0.3 0.1
O -3.069085 3.163719 5.645100 1.7 -0.2 -0.4
B -2.348642 1.993538 5.946342 -1.3 -0.1 0.9
C -1.233202 2.064051 7.075009 -0.5 0.6 0.3
N -1.482619 1.173554 8.245802 0.7 0.2 -0.2
O -2.653021 0.872697 5.167642 1.4 0.8 -0.4
B -2.546946 1.255230 3.823230 -1.0 -0.6 -0.9
C -1.723383 0.442073 2.746693 -0.3 -0.7 1.0
C -1.313253 -1.001645 3.167283 0.1 0.3 -0.7
C 0.022999 -1.339306 2.447494 -0.6 -0.1 0.0
C 1.208409 -0.756514 3.239753 -0.2 -0.2 0.6
S 2.485469 -0.024788 2.160494 0.1 0.4 0.1
C 3.365332 0.983606 3.314287 -0.5 -0.8 -0.1
N 3.744712 2.205806 3.202552 -0.2 -0.1 -0.1
N 4.356435 2.514268 4.401862 0.6 0.8 0.2
C 4.314431 1.480349 5.147117 -0.3 -0.1 -0.6
O 3.700851 0.442195 4.514135 0.1 -0.2 0.5
O -3.154551 2.450893 3.392725 1.3 0.2 0.7
H -1.663237 3.855541 -0.896487 0.2 0.1 0.1
H -0.153025 4.729804 -0.513026 -0.1 -0.3 -0.2
H -0.221937 2.923094 -0.491247 0.1 0.3 0.0
H -1.589907 2.934976 1.466597 0.0 0.4 0.4
H -0.279031 4.095311 1.834814 -0.1 -0.1 -0.1
H -3.148048 4.767749 0.974702 0.2 0.0 0.1
H -1.829987 5.921620 0.875651 -0.1 -0.1 0.3
H -3.546594 5.469133 3.082785 0.3 0.1 0.1
H -2.126143 6.486744 3.126613 0.1 -0.3 -0.1
H -0.912239 4.366407 3.826057 0.0 0.2 0.1
H -1.213047 3.107337 7.436703 0.1 -0.2 -0.4
H -0.252873 1.899652 6.599365 -0.2 -0.3 0.3
H -2.037557 1.719223 8.899861 -0.2 -0.2 -0.1
H -0.589786 1.084823 8.727165 -0.2 -0.2 0.0
H -0.802154 1.015681 2.535317 -0.4 0.1 -0.1
H -2.314028 0.376059 1.822512 0.3 0.3 0.0
H -2.106081 -1.676458 2.817201 0.3 0.0 0.1
H -1.243486 -1.124548 4.255750 0.1 0.1 -0.2
H 0.105299 -2.422313 2.297099 0.2 0.2 0.1
H -0.077698 -0.886134 1.449819 0.3 -0.2 0.2
H 1.672206 -1.524978 3.869183 -0.1 0.1 -0.2
H 0.804447 -0.001795 3.930644 0.3 0.1 -0.3
H 4.697913 1.390087 6.152928 -0.2 -0.2 -0.2
O -1.896634 -3.758433 0.072247 0.5 -2.1 3.6
P -1.786575 -5.132578 -0.581502 -0.9 3.9 -6.9
N -0.482585 -4.614458 -1.605715 0.7 0.4 -0.1
C -0.208982 -5.097702 -2.942575 0.0 -0.6 0.0
C 0.780688 -4.436663 -0.896408 -0.2 0.2 0.4
N -3.323038 -5.016275 -1.401717 -0.7 -0.5 -0.3
C -3.443459 -4.174861 -2.584729 0.4 0.1 -0.2
C -4.427772 -4.716494 -0.490721 0.1 -0.2 0.2
N -1.536898 -6.789343 -1.231156 -0.1 -1.5 3.1
C -2.482036 -7.464471 -2.110877 -0.6 0.1 -0.1
C -1.175001 -7.718536 -0.137649 0.5 0.1 -0.1
H 0.275046 -6.084773 -2.948951 0.0 0.0 -0.1
H 0.459055 -4.398094 -3.451833 0.0 0.1 0.2
H -1.101682 -5.158408 -3.559754 -0.1 -0.1 0.1
H 1.255364 -5.403904 -0.669798 0.2 0.0 -0.1
H 0.625153 -3.908832 0.045763 -0.1 0.0 0.0
H 1.479720 -3.837360 -1.483559 -0.1 -0.1 -0.1
H -2.972665 -3.193764 -2.452373 0.0 0.0 -0.1
H -4.493403 -4.017350 -2.838199 -0.1 -0.1 0.3
H -3.012777 -4.660151 -3.462071 0.1 0.1 0.0
H -4.479019 -3.652678 -0.236611 0.0 0.0 0.1
H -4.324354 -5.278555 0.441491 0.0 0.0 0.0
H -5.377648 -5.014335 -0.942191 0.1 0.0 -0.1
H -3.460004 -7.624891 -1.651472 0.0 0.0 -0.1
H -2.074555 -8.443309 -2.383883 0.3 0.1 0.2
H -2.610759 -6.923670 -3.045649 -0.1 0.2 0.1
H -2.028189 -7.929052 0.515540 0.0 -0.2 0.0
H -0.379891 -7.283175 0.477528 -0.1 0.1 0.0
H -0.793965 -8.661694 -0.532297 0.0 0.0 -0.1
O 1.115900 2.003069 -2.488495 -1.0 -3.4 -1.3
P 2.089997 1.915904 -3.643925 3.0 6.2 1.6
N 3.540340 1.894607 -2.718697 0.0 -0.2 0.5
C 4.827572 2.391983 -3.155612 0.1 -0.1 -0.6
C 3.732488 0.659611 -1.962786 -0.5 -0.1 0.2
N 1.760810 3.520564 -4.249278 0.2 0.6 -0.4
C 2.408456 4.669392 -3.630955 0.3 -0.1 0.2
C 0.329406 3.792693 -4.375252 -0.1 -0.3 -0.1
N 2.946241 1.500443 -5.154293 -1.9 -2.5 -0.3
C 3.105939 2.420737 -6.272012 -0.2 0.5 -0.1
C 2.456247 0.206474 -5.678600 0.3 -0.3 0.3
H 5.338447 1.703314 -3.843383 0.0 0.0 0.0
H 5.475371 2.534925 -2.287354 -0.1 -0.1 0.1
H 4.761868 3.362574 -3.640425 -0.1 -0.1 -0.1
H 4.057465 -0.165264 -2.615288 0.2 0.0 0.1
H 2.805646 0.357001 -1.472779 0.0 0.1 -0.1
H 4.477623 0.793753 -1.176396 0.1 0.1 -0.1
H 2.378456 4.629708 -2.535333 0.0 0.1 0.0
H 1.931427 5.597734 -3.951037 -0.2 -0.1 0.0
H 3.446577 4.761486 -3.954793 0.0 -0.1 0.1
H -0.128975 4.057295 -3.416379 -0.1 -0.1 0.0
H -0.197775 2.919270 -4.768228 0.0 0.0 0.1
H 0.164590 4.612299 -5.079986 0.1 0.0 0.0
H 2.156109 2.731893 -6.713470 0.0 0.1 0.0
H 3.694957 1.929726 -7.053487 0.0 -0.3 0.2
H 3.671565 3.303424 -5.982404 -0.2 0.0 0.1
H 1.442866 0.290826 -6.085865 0.0 -0.1 -0.1
H 2.435439 -0.540234 -4.877487 0.0 0.1 0.0
H 3.116568 -0.178649 -6.457254 0.0 0.1 0.0
```
Forces are in eV/Å.

Computed properties:
HOMO	-0.2970	hartree
multiplicity	1
HOMO-LUMO gap	7.03	eV
E	-83437.144	eV

(3)
The following is a DFT calculation (ωB97M-V/def2-TZVPD) of a cluster of 14 separate species, C23H59N25O11 in total in a non-equilibrium geometry.

XYZ file:
```
118
Properties=species:S:1:pos:R:3:forces:R:3
C 3.914128 -0.492539 1.814118 -0.4 -1.2 -0.5
O 2.963249 -0.764414 2.551319 1.2 0.7 -0.6
N 5.247405 -0.623700 2.270415 -1.5 0.7 -2.4
N 3.681407 -0.146658 0.422470 1.3 -0.7 2.0
H 5.537276 -0.801588 3.214346 -0.6 0.0 0.0
H 5.944403 -0.458956 1.561442 0.2 0.0 0.4
H 4.431890 -0.367122 -0.239094 -0.3 0.3 0.2
H 2.762581 -0.401997 0.027600 0.5 0.2 0.7
C 0.189656 -1.803552 -4.387012 0.1 -1.6 -1.4
O 1.041177 -0.922568 -4.577125 -0.3 -0.8 1.0
N -1.119878 -1.534493 -4.749713 -0.1 -0.9 0.5
N 0.469788 -3.163923 -3.948526 -1.0 2.8 -0.9
H -1.806065 -2.265280 -4.896288 0.4 -0.2 0.4
H -1.434297 -0.628984 -5.064604 0.8 0.1 0.1
H 1.459370 -3.437414 -3.885700 -0.6 0.3 -0.3
H -0.260512 -3.853702 -4.201785 0.8 0.6 0.5
C -3.294881 -0.289016 3.944798 0.2 -0.2 -0.1
O -2.497957 0.102155 3.102717 0.1 1.1 -0.3
N -3.234342 -1.625812 4.275955 -0.9 0.3 0.9
N -4.258896 0.561214 4.562382 0.9 -2.1 -0.3
H -4.002277 -2.113681 4.704274 -0.1 0.2 0.2
H -2.455459 -2.227020 4.000039 -0.2 0.6 -0.6
H -4.575192 0.131048 5.424348 -0.1 0.6 -0.1
H -4.091909 1.569072 4.573850 0.2 -0.6 -0.2
C 3.366071 -4.301940 -2.230686 0.9 -0.6 4.7
O 3.251755 -4.063091 -3.375735 -0.6 0.3 -3.0
N 3.605783 -3.237703 -1.274818 -0.2 -1.3 -1.3
N 3.274948 -5.610644 -1.680043 0.2 2.1 -0.5
H 3.915160 -2.375672 -1.746653 -0.1 -0.5 0.3
H 4.091921 -3.465513 -0.413897 -0.1 0.1 -0.3
H 3.440300 -5.736911 -0.701311 -0.1 -0.2 0.1
H 3.017823 -6.393371 -2.259155 0.1 0.3 0.0
C -2.425123 -4.300485 -2.446363 -2.5 -0.2 1.6
O -2.081078 -4.455095 -3.589290 1.0 -0.4 -1.3
N -2.911425 -3.076124 -1.995136 0.3 -0.6 1.0
N -2.582689 -5.358328 -1.517532 1.0 2.0 -1.5
H -3.334490 -3.039625 -1.062003 0.2 0.0 -0.6
H -3.169093 -2.330168 -2.628268 0.3 -0.5 -0.1
H -2.347208 -6.293587 -1.806638 -0.2 0.2 0.1
H -3.138713 -5.135201 -0.723594 -0.2 -0.5 0.6
C 4.302502 3.320812 -1.623783 -0.4 -0.4 -0.1
O 3.269705 2.990032 -2.187139 0.9 0.7 0.1
N 5.201019 4.347845 -2.116141 -0.3 -1.9 2.0
N 4.705436 2.683597 -0.433412 0.8 1.6 -1.5
H 5.024241 4.811294 -2.977716 -0.6 -0.1 -0.5
H 6.183068 4.160424 -1.941003 -0.3 0.2 0.0
H 5.311703 3.257813 0.125168 0.0 -0.2 0.4
H 4.114117 2.012209 0.045517 -0.2 0.1 -0.4
C 0.115529 -2.601738 2.505603 -0.6 -0.8 -1.0
O -1.027730 -3.104891 2.625563 2.1 0.3 0.1
N 1.220018 -3.369297 1.932128 -2.4 2.5 1.5
N 0.321593 -1.261850 2.858571 -0.2 -1.1 -0.9
H 2.068480 -2.865437 1.808955 0.6 0.1 0.0
H 1.158542 -4.350445 1.739559 -0.4 0.1 0.1
H 1.092804 -0.781883 2.399952 0.0 -0.3 0.4
H -0.541796 -0.697909 2.871776 0.3 -0.8 0.0
C 4.536351 0.360697 -3.352397 1.2 -0.2 -0.2
O 4.495857 -0.273345 -2.304815 -1.1 -0.5 0.2
N 3.629448 0.237072 -4.388666 1.4 0.5 1.3
N 5.750539 1.098925 -3.515674 -1.5 0.3 -1.6
H 2.745968 -0.266365 -4.284095 0.3 -0.1 0.2
H 3.673215 0.913582 -5.119490 0.0 0.3 -0.3
H 5.789698 1.742673 -4.307855 -0.1 -0.3 0.4
H 6.108092 1.513000 -2.664577 -0.3 -0.4 0.0
C -0.761187 2.730434 -4.358296 2.0 -2.3 1.2
O -1.170757 3.824281 -4.580827 -0.4 0.6 -0.3
N 0.137638 2.017669 -5.310834 -2.0 0.4 2.5
N -1.115478 1.997047 -3.075646 1.0 0.3 -3.3
H 0.604251 2.564074 -6.023169 -0.4 0.1 0.4
H 0.629792 1.195005 -4.961179 -0.2 0.3 -0.2
H -1.177809 2.567577 -2.253140 -0.2 0.8 -0.2
H -0.439565 1.283036 -2.833598 0.1 -0.2 -0.3
C -4.571667 -3.679984 1.658661 -0.2 -0.3 -0.1
O -4.416588 -4.777281 2.176896 -0.9 0.6 -0.2
N -5.839796 -2.970617 1.589072 2.8 0.7 -0.3
N -3.474858 -3.115818 0.985469 -1.1 0.1 -0.1
H -6.660110 -3.324202 2.048724 0.4 -0.4 0.3
H -5.743068 -1.939050 1.576485 -0.2 -1.1 -0.2
H -3.546937 -2.154247 0.670908 0.1 -0.1 0.3
H -2.536400 -3.527696 1.116209 -1.0 0.5 0.6
C -4.881240 0.639227 -0.274110 0.2 1.3 0.9
O -4.838554 -0.577410 -0.097783 -0.3 1.4 -0.9
N -5.856809 1.327666 -1.221239 2.0 -1.6 2.1
N -4.061771 1.503591 0.545931 -1.9 -0.8 -2.2
H -5.455973 2.013203 -1.843547 0.3 0.1 0.2
H -6.386240 0.645238 -1.759314 0.4 0.0 0.3
H -4.350325 2.465494 0.631620 0.1 -0.1 -0.1
H -3.408723 1.146850 1.245091 -0.6 -0.4 -0.3
N -0.128726 -0.956547 -1.321905 -0.2 -0.7 0.0
C -0.938711 -0.377304 -0.412471 -0.8 0.2 -0.5
C -0.436500 0.851816 -0.097450 -0.2 -0.6 1.1
C 0.817688 0.915468 -0.722507 0.5 2.0 -0.5
C 0.935716 -0.165456 -1.528770 1.2 -0.3 -0.1
H -0.292450 -1.833440 -1.769420 -0.1 -0.5 -0.1
H -1.858672 -0.840126 -0.165363 -0.6 -0.2 0.3
H -0.929541 1.509906 0.591036 0.2 0.4 0.1
H 1.497065 1.758406 -0.795852 -0.1 -0.1 0.2
H 1.761315 -0.415044 -2.155435 0.2 -0.3 -0.4
N 1.525491 2.804079 3.487528 0.1 -1.2 -1.3
C 1.434487 4.052656 3.935958 -0.7 0.1 1.9
C 2.018386 4.884989 3.077097 0.8 1.3 -1.9
C 2.476545 4.099337 1.966572 -0.8 0.1 0.4
C 2.108994 2.827154 2.238461 0.2 -1.4 0.2
H 1.150253 2.035956 4.001890 0.0 -0.6 -0.2
H 0.879302 4.164912 4.838826 0.0 0.7 0.5
H 2.038116 5.950309 3.073171 0.0 0.5 0.4
H 2.792849 4.388808 0.990557 0.5 0.5 -0.2
H 2.210642 1.941280 1.626319 -0.1 0.0 0.2
N -3.620856 4.925581 4.957055 -0.8 -0.5 -0.6
C -3.783871 4.431329 3.670893 1.9 -0.1 0.6
C -2.733411 3.543867 3.472856 -1.0 0.5 -0.2
C -2.036127 3.441502 4.699643 0.7 -1.0 -0.6
C -2.608157 4.268325 5.599108 -0.7 0.8 -0.6
H -4.201271 5.607500 5.399069 -0.3 0.1 0.0
H -4.477383 4.810321 2.957874 -0.4 0.3 -0.1
H -2.479178 3.074532 2.529854 -0.1 -0.1 0.3
H -1.207067 2.778811 4.854369 0.2 -0.1 0.2
H -2.425766 4.522554 6.603520 0.5 0.0 0.9
```
Forces are in eV/Å.

Computed properties:
HOMO	-0.2962	hartree
multiplicity	1
HOMO-LUMO gap	8.44	eV
E	-84593.214	eV